(1)
C4H10N2S in the gas phase in a non-equilibrium geometry. Source: OMol25; level of theory: the ωB97M-V functional and the def2-TZVPD basis.

Last column: Mulliken charge in e.
CARTESIAN COORDINATES (ANGSTROEM)
H: 0.541 -1.103 -3.228  0.337
C: -0.939 -1.686 0.715  -1.084
C: -0.372 -0.773 -0.268  0.836
C: -0.348 1.716 -0.302  -0.991
N: 0.267 0.441 0.143  -0.068
H: -0.252 0.795 2.469  0.108
H: 1.202 -0.037 -1.914  0.304
H: 0.429 2.397 -0.506  0.336
C: 0.262 -0.349 -2.483  -0.757
S: 0.858 0.701 1.703  -0.206
H: -1.926 -1.368 1.315  0.224
H: -0.290 -1.951 1.611  0.303
H: -1.081 2.072 0.436  0.374
H: -0.207 0.642 -2.927  0.155
N: -0.532 -1.166 -1.478  -0.532
H: -0.800 1.577 -1.276  0.318
H: -1.126 -2.620 0.149  0.341

LUMO level (eV): 0.7
E_HOMO (eV): -9.3
SMILES: C/N=C(/C)N(C)S
Net charge: 0
2S+1: 1
ΔE to the lowest compared entry with this formula, charge and spin (kcal per mole): 45.8
Frontier orbital gap (eV): 10.063
E_tot (eV): -18123.60024

---

(2)
C6H5FO2 in the gas phase in a non-equilibrium geometry. Source: OMol25; level of theory: the ωB97M-V functional and the def2-TZVPD basis.

Last column: Mulliken charge in e.
CARTESIAN COORDINATES (ANGSTROEM)
H: -0.341 -2.360 -1.565  0.398
C: 0.900 0.545 0.459  0.644
O: -2.240 -0.624 -0.764  -0.519
C: -0.074 -1.562 -0.924  -0.646
H: 1.944 -2.242 -1.113  0.332
F: -1.253 1.392 0.764  -0.315
C: 1.734 -0.436 0.109  -0.486
H: -2.570 0.043 -0.194  0.330
C: -0.453 0.505 0.118  0.838
H: 2.856 -0.199 0.159  0.167
C: 1.277 -1.479 -0.667  -0.547
O: 1.302 1.684 1.160  -0.512
H: 2.232 1.714 1.360  0.305
C: -0.941 -0.567 -0.544  0.010

LUMO level (eV): 0.7
E_HOMO (eV): -8.9
SMILES: Oc1cccc(O)c1F
Net charge: 0
2S+1: 1
ΔE to the lowest compared entry with this formula, charge and spin (kcal per mole): 12.9
Frontier orbital gap (eV): 9.657
E_tot (eV): -13114.57211

---

(3)
A 3-piece molecular cluster, C4H13NO2 overall in a non-equilibrium geometry. Source: OMol25; level of theory: the ωB97M-V functional and the def2-TZVPD basis.

Last column: Mulliken charge in e.
CARTESIAN COORDINATES (ANGSTROEM)
O: 1.901 -1.724 0.998  -0.625
H: 2.567 2.306 0.710  0.194
C: -0.318 0.739 0.356  -0.491
H: 1.970 -2.681 0.984  0.300
H: -3.625 0.315 0.122  0.328
H: -1.117 -2.530 -2.601  0.323
C: -1.619 0.884 0.602  -0.210
H: -0.089 -3.521 -2.055  0.311
C: -2.785 0.803 -0.333  -1.072
C: 0.771 1.429 1.183  -0.315
H: -1.825 1.460 1.519  0.253
O: -0.176 -2.723 -2.583  -0.636
H: -0.176 0.261 -0.587  0.472
N: 1.856 1.769 0.254  -0.580
H: 2.085 0.950 -0.283  0.229
H: 1.079 0.692 1.919  0.242
H: 1.016 -1.492 0.697  0.337
H: -2.497 0.224 -1.215  0.282
H: -3.054 1.797 -0.676  0.259
H: 0.218 2.299 1.511  0.399

LUMO level (eV): 0.5
E_HOMO (eV): -8.8
SMILES: C/C=C/CN.O.O
Net charge: 0
2S+1: 1
ΔE to the lowest compared entry with this formula, charge and spin (kcal per mole): 38.7
Frontier orbital gap (eV): 9.322
E_tot (eV): -9942.51892

---

(4)
C15H25ClCuN4O5 as an isolated structure. Source: OMol25; level of theory: the ωB97M-V functional and the def2-TZVPD basis.

Last column: Mulliken charge in e.
CARTESIAN COORDINATES (ANGSTROEM)
H: 0.942 4.044 1.725  0.444
O: -1.265 -0.190 1.642  -0.226
H: 2.974 3.684 0.532  0.480
H: 1.599 -4.323 -0.563  0.410
H: 1.783 2.014 -2.721  0.445
C: -2.346 -0.514 -0.474  -0.581
O: 1.334 -2.010 -0.193  -0.533
H: 0.235 1.915 2.242  0.240
H: -1.338 -2.873 -1.673  0.443
C: 3.436 -1.101 3.763  -0.276
H: -1.525 -2.788 0.089  0.439
C: 0.422 3.306 -1.623  0.395
O: -3.418 0.383 1.417  -0.611
H: 2.675 2.258 1.491  0.404
N: 0.022 2.192 1.284  -0.427
O: -1.040 -0.991 -0.845  -0.278
N: -0.685 2.258 -1.684  0.126
Cl: 5.151 -1.120 3.797  -0.176
Cu: 0.387 0.020 0.778  0.480
H: -3.117 -1.262 -0.655  0.545
C: 1.793 2.674 -1.846  -1.504
C: 2.786 -0.629 2.641  -0.299
H: -2.589 0.338 -1.111  0.239
N: 1.452 -0.580 2.541  0.424
H: -0.649 1.721 -2.553  0.472
C: 0.481 -2.799 -0.549  0.227
C: 1.307 -1.499 4.738  -0.985
H: -1.605 2.704 -1.632  0.483
H: -0.955 2.474 1.347  0.330
H: 0.678 -1.836 5.550  0.469
H: -0.350 -0.952 3.473  0.578
H: 3.387 -0.281 1.809  0.359
H: 2.450 3.501 -2.124  0.500
H: 0.198 3.970 -2.456  0.267
N: 1.936 0.585 -0.452  -0.129
C: 2.444 1.981 -0.644  0.300
C: -2.394 -0.076 0.988  0.433
C: 0.895 3.330 0.902  0.227
C: -0.953 -2.408 -0.765  -0.502
C: 0.724 -1.011 3.582  -0.128
H: 1.806 0.139 -1.358  0.308
H: 0.911 4.989 -0.442  0.495
H: 3.176 -1.925 5.729  0.471
O: 0.678 -4.078 -0.756  -0.442
H: 3.505 1.901 -0.882  0.313
C: 2.311 2.822 0.628  -1.289
C: 0.332 4.074 -0.308  -1.478
C: 2.686 -1.550 4.840  -0.124
H: 2.674 0.017 -0.039  0.326
H: -0.606 1.610 -0.892  -0.490
H: -0.695 4.403 -0.118  0.407

LUMO level (spin up / spin down) (eV): -5.9 / -7.4
E_HOMO (spin up / spin down) (eV): -15.0 / -15.0
Net charge: +2
2S+1: 2
ΔE to the lowest compared entry with this formula, charge and spin (kcal per mole): 25.6
Frontier orbital gap (spin up / spin down) (eV): 9.130 / 7.587
E_tot (eV): -89307.80227

---

(5)
C45H50N8O3STi as an isolated structure in a non-equilibrium geometry. Source: OMol25; level of theory: the ωB97M-V functional and the def2-TZVPD basis.

Last column: Mulliken charge in e.
CARTESIAN COORDINATES (ANGSTROEM)
O: 2.710 0.101 0.442  1.551
C: -2.696 -1.689 0.156  -1.034
O: -8.450 3.040 -6.287  -0.440
C: 2.247 -5.443 -1.279  -0.647
H: 1.656 4.193 1.960  0.445
N: 2.190 -2.376 2.313  2.082
C: 3.184 2.281 -0.474  0.902
H: -1.977 1.046 -3.818  0.558
C: 4.347 -1.893 -1.683  -1.421
H: -2.918 -1.431 4.502  0.354
N: -4.344 0.257 -2.445  -0.455
C: -0.228 1.499 4.511  -0.300
C: 2.823 -5.084 -0.094  -1.086
H: -2.981 -2.400 0.922  0.500
C: 0.643 2.445 0.103  -0.986
N: 0.382 -0.247 -1.028  2.128
N: 1.611 -2.134 5.795  -0.601
C: -7.503 1.505 -4.763  -0.843
C: -1.323 0.682 -3.041  -0.762
C: -0.268 0.651 3.402  0.788
H: 0.338 2.221 -0.922  0.111
H: 0.774 -4.860 -2.783  0.452
O: -0.424 -1.644 0.963  0.255
H: 4.430 -1.548 -2.718  0.436
H: -4.160 -0.568 2.559  0.264
H: 2.560 2.700 2.203  0.219
C: 2.446 -3.866 0.526  0.671
H: 5.684 -2.546 0.673  0.404
N: 2.396 -2.161 3.682  -1.310
C: -1.373 -1.283 0.087  0.067
H: -8.026 5.049 -6.607  0.313
H: 2.517 -6.378 -1.757  0.391
C: 4.705 0.426 -0.861  0.396
H: 2.099 -1.249 5.851  0.301
C: -2.797 -0.388 4.837  -1.058
C: 0.918 0.209 2.790  1.664
H: -7.477 3.941 -7.884  0.329
C: -7.342 2.639 -5.554  0.813
H: -9.213 4.271 -7.678  0.230
N: -4.086 1.227 -3.290  -0.359
C: 3.678 -4.301 2.713  -2.084
H: -4.106 3.296 -4.804  0.363
C: -3.629 -1.176 -0.732  -0.112
H: -3.971 1.138 2.121  0.295
H: 4.208 -3.639 3.396  0.440
C: 2.427 3.546 1.536  -1.529
H: 1.958 3.975 -0.482  0.546
H: 1.930 0.544 -2.116  0.144
H: 6.206 -1.011 -1.188  0.642
C: 1.420 -2.529 4.462  0.180
H: 4.357 -1.496 1.181  0.018
H: 3.305 -1.840 -1.397  0.001
C: 2.158 1.381 4.556  -0.179
H: -1.579 -0.838 2.639  0.336
C: 1.286 -4.594 -1.869  -1.170
C: -6.461 1.021 -3.998  -0.032
H: 6.009 -0.892 1.225  0.440
C: 5.204 2.602 -1.813  -1.383
C: -0.967 -0.463 -0.973  -0.310
H: 0.986 2.495 5.977  0.337
H: 4.397 -4.866 2.118  0.587
C: -1.887 0.028 -1.939  1.058
H: -1.165 1.873 4.905  0.480
N: -2.755 0.541 3.719  -0.132
H: 0.332 -2.686 -1.698  0.430
H: -8.467 1.010 -4.763  0.353
N: 1.608 -2.997 -0.121  1.010
H: 3.114 1.641 5.000  0.329
C: 5.192 -1.008 -0.773  0.729
H: 3.537 -5.733 0.392  0.297
H: -4.669 -1.461 -0.647  0.436
C: 4.047 3.075 -1.230  -1.163
H: 6.419 0.857 -2.044  0.341
C: 1.024 -3.392 -1.253  -0.257
H: -1.780 0.755 1.899  0.064
H: 3.789 4.122 -1.350  0.394
C: 0.049 0.845 -3.120  -1.231
C: -3.989 0.444 2.962  -0.888
C: 2.032 3.074 0.134  0.716
H: 3.055 0.271 2.985  -0.152
H: -4.834 0.701 3.607  0.400
C: -5.067 2.795 -4.797  -0.661
H: 3.366 4.103 1.494  0.416
C: 0.974 1.856 5.100  -0.999
H: 0.590 1.532 0.691  -0.275
C: 2.112 0.599 3.410  -0.639
H: 4.662 -2.939 -1.637  0.447
C: -6.113 3.287 -5.566  -0.263
C: -3.301 -0.252 -1.747  -0.300
H: 0.506 1.330 -3.973  0.457
H: -3.629 -0.126 5.495  0.375
H: 0.737 -2.140 6.297  0.289
C: -1.616 0.238 2.851  -0.616
H: -6.587 0.138 -3.388  0.395
H: -5.953 4.174 -6.164  0.308
C: 0.859 0.388 -2.083  -1.077
C: 5.312 -1.518 0.663  -1.672
C: 2.782 -3.485 1.838  0.576
H: 5.846 3.249 -2.397  0.349
C: -8.270 4.130 -7.152  -0.830
Ti: 1.277 -1.063 1.072  -2.648
C: 5.516 1.272 -1.608  -1.090
S: 0.021 -3.453 4.088  -0.600
C: -5.203 1.657 -3.993  -0.215
H: -0.080 3.151 0.521  0.611
H: -1.869 -0.340 5.405  0.290
C: 3.492 0.907 -0.282  -0.959
H: 3.094 -4.994 3.325  0.269

LUMO level (spin up / spin down) (eV): 3.7 / 3.7
E_HOMO (spin up / spin down) (eV): -0.6 / -2.2
Net charge: -2
2S+1: 3
ΔE to the lowest compared entry with this formula, charge and spin (kcal per mole): 10.4
Frontier orbital gap (spin up / spin down) (eV): 4.374 / 5.905
E_tot (eV): -99492.67776

---

(6)
C13H17BIN3Re as an isolated structure in a non-equilibrium geometry. Source: OMol25; level of theory: the ωB97M-V functional and the def2-TZVPD basis.

Last column: Mulliken charge in e.
CARTESIAN COORDINATES (ANGSTROEM)
H: -2.268 -3.679 -3.297  0.459
C: -1.343 -3.501 -1.377  -0.774
C: -1.062 2.875 -3.044  -0.372
C: -0.823 -0.825 -2.170  0.605
C: 2.787 -0.118 1.016  0.355
H: 0.905 -1.077 4.317  0.272
H: -0.003 1.097 3.185  -0.340
C: 0.091 0.981 4.435  -0.310
N: -0.148 1.262 -1.142  0.023
B: 4.249 -0.191 1.087  0.046
C: -0.116 2.593 -0.886  -0.066
H: -1.383 3.545 -3.827  0.458
C: -1.184 1.493 -3.258  -0.490
H: -0.449 4.522 -1.698  0.452
H: 4.491 -1.217 1.711  0.020
H: 1.111 1.411 4.340  0.358
Re: -0.137 -0.016 0.326  0.600
H: -0.289 -0.619 3.220  -0.313
I: -2.753 0.226 0.840  -0.081
C: -0.659 -2.652 -0.539  -0.151
C: -0.082 -0.474 4.405  -0.309
C: -1.561 -1.674 -3.014  -0.518
H: -0.333 -2.816 0.467  0.587
H: -0.796 1.606 4.545  0.342
H: -1.648 1.020 -4.157  0.373
C: -1.766 -3.004 -2.615  -0.368
H: 0.245 2.806 0.111  0.557
N: -0.395 -1.396 -0.966  0.080
N: 1.639 -0.062 0.792  -0.700
C: -0.548 3.452 -1.871  -0.771
C: -0.670 0.632 -2.276  0.746
H: -1.932 -1.243 -3.971  0.369
H: 4.616 0.811 1.686  0.019
H: 4.658 -0.236 -0.076  0.015
H: -1.500 -4.524 -1.061  0.460
H: -0.942 -1.007 4.763  0.368

LUMO level (spin up / spin down) (eV): -8.9 / -9.7
E_HOMO (spin up / spin down) (eV): -15.2 / -15.2
Net charge: +2
2S+1: 4
ΔE to the lowest compared entry with this formula, charge and spin (kcal per mole): 38.8
Frontier orbital gap (spin up / spin down) (eV): 6.384 / 5.546
E_tot (eV): -29112.10859

---

(7)
C14H16N4O3 in the gas phase in a non-equilibrium geometry. Source: OMol25; level of theory: the ωB97M-V functional and the def2-TZVPD basis.

Last column: Mulliken charge in e.
CARTESIAN COORDINATES (ANGSTROEM)
C: 4.947 1.436 -2.258  -1.048
O: 3.020 -0.482 -1.894  -0.586
H: 1.541 -2.628 0.900  0.395
H: 2.559 5.195 -0.101  0.344
H: -3.384 0.699 4.491  0.341
C: 3.428 2.812 -0.872  0.651
O: 4.201 3.738 -1.020  -0.666
C: -4.541 -0.570 3.229  -0.458
C: -2.125 -1.077 1.826  0.533
O: 0.306 2.176 0.620  -0.824
C: 1.940 -1.897 0.212  -1.297
H: 0.856 4.725 -0.046  0.318
H: 1.865 4.485 1.393  0.294
C: 1.275 -0.550 0.274  -0.013
N: 0.169 -0.422 1.124  -0.169
H: 5.676 2.192 -1.981  0.373
H: -1.145 -1.889 0.195  0.225
C: 2.917 0.514 -1.218  0.052
H: 4.716 1.573 -3.307  0.318
C: -4.558 -1.435 2.145  -0.691
N: 2.244 3.041 -0.155  0.002
H: -5.505 -1.864 1.824  0.335
H: 1.839 -2.314 -0.772  0.343
C: 1.787 0.599 -0.329  0.331
C: -2.146 -0.256 2.975  -0.118
C: -3.350 0.009 3.649  -0.572
C: 1.386 1.976 0.016  1.004
C: 1.876 4.441 0.290  -0.943
H: 5.370 0.417 -2.155  0.320
N: 3.768 1.596 -1.417  0.010
H: 3.024 -1.814 0.450  0.348
N: -1.003 -1.289 1.009  -0.268
H: -5.395 -0.344 3.804  0.395
H: -3.353 -2.333 0.544  0.203
H: -1.215 0.211 3.371  0.324
C: -3.349 -1.652 1.426  -0.307
H: -0.061 0.559 1.339  0.499

LUMO level (eV): -0.2
E_HOMO (eV): -7.7
SMILES: CC(NNc1ccccc1)=C1C(=O)N(C)C(=O)N(C)C1=O
Net charge: 0
2S+1: 1
ΔE to the lowest compared entry with this formula, charge and spin (kcal per mole): 75.4
Frontier orbital gap (eV): 7.541
E_tot (eV): -26879.89212

---

(8)
C13H26N6O6RhS as an isolated structure in a non-equilibrium geometry. Source: OMol25; level of theory: the ωB97M-V functional and the def2-TZVPD basis.

Last column: Mulliken charge in e.
CARTESIAN COORDINATES (ANGSTROEM)
C: 1.797 -0.444 1.840  0.085
O: -1.894 -0.527 2.061  -0.454
N: 1.359 -0.958 3.007  0.218
H: -2.322 1.566 -5.042  0.376
C: -2.501 -3.111 1.308  -1.841
C: 2.559 3.001 -1.610  -1.473
H: 2.892 1.754 3.932  0.516
O: 1.440 0.707 -2.592  -0.728
H: -1.628 0.443 2.125  0.447
H: -0.287 -2.235 2.659  0.234
H: -3.150 -2.611 2.028  0.369
C: 1.158 3.773 1.197  -1.370
H: 3.439 2.338 -1.639  0.331
C: -1.295 -2.487 -0.853  0.623
H: 1.441 3.435 2.207  0.311
Rh: -0.234 0.099 -0.398  0.263
N: -1.615 -0.858 0.744  0.170
H: 0.223 -0.939 -3.052  0.425
H: 2.304 3.255 -2.650  0.371
H: -3.109 -3.779 0.693  0.527
H: -1.021 0.154 -6.326  0.290
N: 2.364 0.738 2.143  0.122
H: 1.594 -0.473 5.067  0.472
C: -1.463 1.002 -4.613  -0.268
H: -0.560 -4.017 -2.151  0.437
N: -0.705 -1.479 -1.495  0.449
H: -2.145 1.933 -0.235  0.387
C: 0.801 2.670 0.272  -0.380
C: 0.719 -2.262 3.113  -0.814
H: 0.315 4.468 1.314  0.343
O: -2.753 1.379 -0.768  -0.671
H: 2.813 1.346 1.443  0.273
C: 2.415 0.908 3.503  -0.581
N: -0.137 1.767 0.670  0.704
H: -1.820 0.162 -3.996  0.146
N: 0.973 1.148 -1.501  1.061
O: -0.744 1.930 1.798  -0.789
O: -0.523 0.511 -5.579  -0.518
C: 1.785 -0.167 4.062  -0.312
H: -2.309 -4.056 -1.862  0.350
C: -1.336 -3.861 -1.405  -1.681
H: 2.815 3.911 -1.058  0.405
H: -1.217 -4.595 -0.604  0.436
H: -1.802 -3.758 1.854  0.341
O: -0.286 -1.740 -2.775  -0.504
S: 1.647 -1.253 0.371  -0.410
C: 1.416 2.325 -0.954  0.527
H: 1.327 -3.017 2.589  0.373
H: 2.003 4.325 0.776  0.359
H: -2.706 0.541 -0.261  0.469
C: -1.831 -2.136 0.413  0.248
H: 0.653 -2.467 4.186  0.325
H: -0.861 1.640 -3.956  0.011

LUMO level (spin up / spin down) (eV): -3.8 / -6.1
E_HOMO (spin up / spin down) (eV): -9.9 / -11.8
Net charge: +1
2S+1: 5
ΔE to the lowest compared entry with this formula, charge and spin (kcal per mole): 0.0
Frontier orbital gap (spin up / spin down) (eV): 6.115 / 5.735
E_tot (eV): -48958.42509

---

2S+1 of number 2 (C6H5FO2)?
1